1.
Entry from the Open Molecules 2025 dataset: a structure of composition C20H20N6O4RhS in a non-equilibrium geometry (ωB97M-V/def2-TZVPD).

highest occupied orbital energy	-0.401	Ha
gap between HOMO and LUMO	6.88	eV
total energy	-52031.2678	eV
largest force on an atom	2.37	eV Å⁻¹
LUMO level	-4.0335	eV
total charge	+1

```
52
Properties=species:S:1:pos:R:3:lowdin_charge:R:1
Rh 0.2130 0.3327 -0.6244 1.24
O 0.5140 -2.3873 3.9944 0.07
C -0.4078 -1.4461 4.2647 -0.26
C -1.1087 -1.5725 5.4635 0.00
C -2.0309 -0.6196 5.8356 -0.05
C -2.2946 0.4814 5.0171 -0.07
C -1.6478 0.5884 3.8105 -0.02
C -0.7028 -0.3684 3.4080 -0.09
C -0.1019 -0.2361 2.0842 -0.38
O -0.6358 0.5753 1.2446 -0.11
N 0.9855 -0.9909 1.8094 0.07
N 1.4066 -0.7630 0.5486 -0.14
C 2.4639 -1.2440 0.0093 -0.02
C 2.6311 -0.9252 -1.4174 -0.24
C 3.7308 -1.3163 -2.1573 0.01
C 3.8206 -0.9406 -3.4913 -0.02
C 2.8075 -0.1854 -4.0549 -0.02
C 1.7218 0.1687 -3.2685 -0.07
N 1.6357 -0.1954 -1.9928 -0.02
H 1.0390 -2.0987 3.2247 0.06
H -0.8915 -2.4267 6.0901 0.13
H -2.5506 -0.7266 6.7786 0.11
H -3.0061 1.2337 5.3268 0.11
H -1.8628 1.4109 3.1426 0.12
H 3.1779 -1.8378 0.5697 0.14
H 4.5067 -1.9008 -1.6822 0.13
H 4.6795 -1.2295 -4.0817 0.12
H 2.8454 0.1249 -5.0886 0.12
H 0.9009 0.7629 -3.6507 0.12
C -3.3505 -1.8294 -1.8152 0.02
C -2.2009 -0.9106 -1.5755 -0.24
N -1.2255 -1.1905 -0.7772 -0.08
O -1.2968 -2.3890 -0.1021 0.02
C -2.1348 0.3842 -2.2436 -0.26
C -3.1257 0.8536 -3.2557 -0.01
N -1.1050 1.1110 -1.8879 -0.26
O -0.8096 2.2408 -2.3833 -0.12
H -3.1698 -2.8091 -1.3870 0.08
H -3.5245 -1.9257 -2.8865 0.10
H -4.2545 -1.4120 -1.3682 0.11
H -0.5911 -2.3582 0.5619 0.09
H -4.1451 0.7468 -2.8844 0.09
H -3.0433 0.2826 -4.1831 0.09
H -2.9341 1.9000 -3.4781 0.08
S 1.3986 4.5762 0.2002 1.11
C 2.8183 3.7589 -0.2922 -0.35
C 2.5597 2.4438 -0.4677 -0.20
N 1.2565 2.0949 -0.2104 -0.13
C 0.5319 3.1279 0.1366 -0.45
H 3.7540 4.2769 -0.4147 0.08
H 3.2729 1.6920 -0.7664 0.11
H -0.5194 3.0673 0.3677 0.09
```


2.
Entry from the Open Molecules 2025 dataset: a structure of composition C33H49BrNP3Ru in a non-equilibrium geometry (ωB97M-V/def2-TZVPD).

highest occupied orbital energy (alpha / beta)	-0.676 / -0.680	Ha
gap between HOMO and LUMO (alpha / beta)	5.35 / 4.21	eV
multiplicity	5
<S²>	6.068
total energy	-136944.4224	eV
largest force on an atom	5.18	eV Å⁻¹
LUMO level (alpha / beta)	-13.0492 / -14.2918	eV
total charge	+4

```
88
Properties=species:S:1:pos:R:3:mulliken_spin:R:1
C 3.9243 -2.8377 -1.8408 0.08
C 4.2306 -1.4803 -1.6553 -0.03
C 5.1003 -0.8041 -2.5161 0.08
C 5.6823 -1.5512 -3.5390 0.00
N 5.4086 -2.8521 -3.7498 0.79
C 4.5798 -3.4817 -2.8935 0.01
C 3.6101 -0.6897 -0.6227 -0.01
C 3.2826 0.1127 0.2451 -0.03
C 2.8436 0.3810 1.5909 -0.06
C 1.7411 1.2947 1.8032 0.04
C 1.1157 1.4276 3.0673 0.07
C 1.2795 0.0946 3.6873 0.00
C 2.7156 -0.3979 3.8450 0.00
C 3.4185 -0.4753 2.6636 0.01
Ru -0.3209 -0.1421 2.7010 1.58
P -0.6142 -0.2378 -0.7596 0.06
H 5.3037 0.2548 -2.4098 0.01
H 3.2280 -3.3907 -1.2254 0.01
H 6.4128 -1.1005 -4.2176 0.02
H 4.4446 -4.5589 -3.0691 0.02
H 4.3636 -1.0969 2.4432 0.00
H 1.4958 2.0041 0.9976 -0.02
H 3.0423 -0.4830 4.8674 0.00
H 0.8193 2.3253 3.6049 0.00
C -2.2460 -0.0173 -1.7580 0.01
C -2.2035 0.1047 -3.2765 0.00
H -2.5741 0.9437 -1.3223 0.00
H -2.9597 -0.7940 -1.4227 0.00
H -3.2041 0.2836 -3.6861 0.00
H -1.5797 0.9498 -3.5965 0.00
H -1.8223 -0.7976 -3.7709 0.00
C 0.6846 0.4132 -1.9746 0.13
C 1.1724 -0.4579 -3.1233 0.01
H 1.5176 0.5718 -1.2744 -0.10
H 0.3993 1.4061 -2.3715 -0.04
H 1.9943 0.0124 -3.6764 0.00
H 1.5897 -1.3970 -2.7533 0.00
H 0.3987 -0.7056 -3.8567 0.00
C -0.3313 -2.0770 -0.8066 0.03
C -0.8724 -2.9218 -1.9649 0.01
H -0.8027 -2.4145 0.1338 0.00
H 0.7551 -2.2240 -0.6889 0.01
H -0.6361 -3.9909 -1.8301 0.00
H -1.9664 -2.8489 -2.0306 0.00
H -0.4653 -2.6221 -2.9393 0.00
Br 0.0500 -0.5120 5.2831 0.06
P -0.2045 3.0171 -0.5582 0.53
C -1.0479 3.5752 -2.0176 0.05
C -1.8450 4.8410 -1.9892 0.06
H -1.7006 2.7680 -2.3578 0.01
H -0.2567 3.6364 -2.7578 -0.01
H -2.2854 4.9955 -2.9662 0.01
H -2.6593 4.7972 -1.2736 0.00
H -1.2571 5.7122 -1.7342 -0.01
C -1.3539 3.3263 0.9545 0.03
C -1.0607 4.5260 1.8882 0.02
H -1.3121 2.3720 1.5318 0.02
H -2.3711 3.4387 0.5277 0.00
H -1.9200 4.6249 2.5829 0.01
H -0.1427 4.3764 2.4911 0.00
H -0.9548 5.4776 1.3341 0.00
C 1.2508 4.0197 -0.1008 0.06
C 1.3655 5.4291 -0.6591 0.04
H 2.1407 3.4640 -0.4344 0.01
H 1.2861 4.0788 0.9912 0.00
H 2.3657 5.7975 -0.4332 0.01
H 1.2066 5.4934 -1.7404 0.00
H 0.6523 6.1128 -0.1945 0.00
C -2.5625 -0.7337 3.6448 0.21
P -1.3418 -2.0372 2.6602 0.09
C 0.1055 -3.1527 2.8553 0.04
C -2.7041 -2.9357 2.1162 -0.01
C -3.4380 -2.4106 1.0442 0.02
C -4.3493 -3.2843 0.4498 -0.01
C -4.6338 -4.5235 1.0947 0.04
C -4.1428 -4.8140 2.3784 0.00
C -3.1296 -4.0307 2.9131 0.02
H -2.1265 -0.4813 4.6190 -0.01
H -3.4530 -1.3751 3.7262 0.01
H -2.7899 0.1469 2.9818 0.00
H 0.7868 -2.5137 3.3787 -0.01
H -0.0419 -4.1299 3.2963 0.01
H 0.4581 -3.2682 1.8172 0.00
H -3.2679 -1.3811 0.7020 0.00
H -4.8235 -3.0174 -0.4993 0.00
H -5.2697 -5.2617 0.5792 0.00
H -4.5242 -5.6619 2.9757 0.00
H -2.6533 -4.2337 3.8701 0.00
```


3.
Entry from the Open Molecules 2025 dataset: a structure of composition CH4NOP in a non-equilibrium geometry (ωB97M-V/def2-TZVPD).

highest occupied orbital energy (alpha / beta)	-0.304 / -0.304	Ha
gap between HOMO and LUMO (alpha / beta)	7.24 / 7.25	eV
total energy	-13926.1156	eV
largest force on an atom	6.88	eV Å⁻¹
LUMO level (alpha / beta)	-1.0311 / -1.0308	eV

```
8
Properties=species:S:1:pos:R:3:lowdin_charge:R:1
C -0.0534 -0.0256 -0.2438 -0.36
N -0.2045 -0.7563 0.9078 -0.28
O -2.0799 -1.2908 3.1795 -0.54
P -2.2846 -1.1515 1.7530 0.92
H -1.0645 0.1587 -0.6478 0.05
H 0.4514 1.0585 -0.2026 0.10
H 0.6531 -0.6124 -0.9190 0.08
H 0.4357 -0.9768 1.6837 0.04
```


4.
Entry from the Open Molecules 2025 dataset: a cluster of 7 separate species, C7H28N14O7 in total in a non-equilibrium geometry (ωB97M-V/def2-TZVPD).

highest occupied orbital energy	-0.359	Ha
SMILES string	NC(N)=O.NC(N)=O.NC(N)=O.NC(N)=O.NC(N)=O.NC(N)=O.NC(N)=O
gap between HOMO and LUMO	9.98	eV
total energy	-42913.5505	eV
largest force on an atom	3.94	eV Å⁻¹
LUMO level	0.1989	eV

```
56
Properties=species:S:1:pos:R:3:lowdin_charge:R:1
C -0.0548 -0.0917 -1.3037 -0.68
O -0.7711 0.6961 -1.8760 -0.02
N 1.2472 -0.1947 -1.4768 0.20
N -0.6782 -1.1418 -0.5992 0.17
H 1.6643 0.5750 -1.9721 0.09
H 1.7170 -0.9760 -1.0248 0.06
H -1.5840 -0.7314 -0.3826 0.07
H -0.1255 -1.4822 0.1596 0.04
C -2.9547 0.6262 -4.9385 -0.55
O -3.6550 0.8509 -5.9575 -0.02
N -3.3045 -0.4612 -4.0669 0.13
N -1.8820 1.4782 -4.5046 0.14
H -2.8012 -0.7981 -3.2572 0.08
H -4.0757 -0.9618 -4.4586 0.08
H -1.8877 2.3601 -4.9891 0.09
H -1.4875 1.3895 -3.6136 0.00
C -3.1625 1.1700 0.8722 -0.65
O -3.3301 0.7891 2.0114 0.02
N -3.8900 0.6436 -0.2311 0.13
N -2.3538 2.2847 0.6131 0.14
H -3.6861 0.8007 -1.2107 0.08
H -4.7295 0.1678 0.0674 0.10
H -1.9311 2.6611 1.4655 0.11
H -2.1098 2.5477 -0.3203 0.07
C 1.2589 1.1323 4.4143 -0.56
O 1.0243 0.4055 5.4025 -0.01
N 0.7811 0.8636 3.1819 0.16
N 2.0081 2.4403 4.5201 0.09
H 0.3140 -0.0040 2.9702 0.07
H 1.1010 1.4525 2.3750 0.13
H 2.5850 2.8595 3.8094 0.06
H 1.7762 3.0337 5.3057 0.07
C 2.7384 -3.1128 0.4789 -0.61
O 2.0879 -2.6124 -0.4116 0.02
N 3.4742 -4.2993 0.1929 0.13
N 2.7762 -2.7150 1.7858 0.17
H 4.0916 -4.6694 0.9109 0.09
H 3.6414 -4.5951 -0.7541 0.09
H 2.2152 -1.9217 2.0021 0.07
H 3.4807 -2.9699 2.4652 0.11
C -0.1887 -2.7707 3.4977 -0.60
O 0.2166 -2.1011 2.5596 -0.03
N -1.1612 -3.7530 3.2496 0.16
N 0.4327 -2.6282 4.7230 0.18
H -1.2041 -4.0183 2.3027 0.08
H -1.3953 -4.4269 3.9708 0.10
H 0.9312 -1.7801 4.7421 0.04
H -0.0440 -2.7760 5.6048 0.11
C 2.2035 3.5577 -3.6550 -0.59
O 3.2853 3.9812 -4.0048 0.05
N 1.7883 2.1976 -3.8396 0.11
N 1.1525 4.2967 -3.0147 0.12
H 0.8638 1.8859 -3.5323 0.05
H 2.0486 1.6150 -4.6293 0.10
H 1.3516 5.2241 -2.6486 0.09
H 0.1913 4.0064 -2.9812 0.07
```


The lowest total energy belongs to which entry?
C33H49BrNP3Ru


Which value of total energy does entry 2 give?
-136944.4224 eV


Which of these has the lowest total energy?
C33H49BrNP3Ru